# 1
This record from the Open Molecules 2025 dataset describes a molecular structure, C8H7IrN4O4SSe3Te at a distorted geometry. The level of theory is ωB97M-V with the def2-TZVPD basis set.

```
29
Properties=species:S:1:pos:R:3:mulliken_spin:R:1
Ir -0.748 0.410 1.225 0.104
N -1.964 -3.642 2.022 -0.002
C -1.491 -2.467 1.496 -0.004
S -2.509 -1.059 1.632 0.054
N -0.350 -2.499 0.880 0.016
N -0.018 -1.265 0.349 0.020
C 0.801 -1.271 -0.643 -0.009
C 1.016 -0.141 -1.505 0.021
C 2.080 -0.187 -2.418 -0.016
C 2.285 0.813 -3.338 0.022
C 1.389 1.890 -3.369 -0.010
C 0.325 1.959 -2.504 0.023
C 0.098 0.952 -1.530 -0.006
O -0.935 1.054 -0.758 0.002
H -2.604 -3.539 2.791 0.000
H -1.270 -4.365 2.124 0.000
H 1.274 -2.221 -0.877 -0.004
H 2.751 -1.040 -2.381 0.001
H 3.119 0.769 -4.026 0.001
H 1.537 2.686 -4.090 -0.001
H -0.367 2.790 -2.524 0.000
Se 1.350 1.745 1.362 0.428
Se 3.097 0.288 1.721 0.185
Te 1.984 -1.410 3.279 0.137
Se -0.095 -0.186 3.602 0.038
O -3.353 1.868 1.010 0.000
N -2.726 2.506 1.835 0.000
O -3.152 3.475 2.440 0.000
O -1.527 2.085 2.197 0.000
```

Total charge: -1
Multiplicity: 2
Relative energy (zero: lowest compared OMol25 entry of this formula, charge and spin) in kcal/mol: 0.00
E_LUMO (spin up / spin down) in hartree: 0.0734 / 0.0114
Kohn-Sham gap (spin up / spin down) in eV: 6.4207 / 4.6525


# 2
This record from the Open Molecules 2025 dataset describes a molecular structure, C8H7N2O5OsS at a distorted geometry. The level of theory is ωB97M-V with the def2-TZVPD basis set.

```
24
Properties=species:S:1:pos:R:3:mulliken_spin:R:1
O 3.735 -3.959 -1.610 -0.027
C 2.952 -3.159 -1.345 0.200
Os -0.292 0.477 -0.222 1.398
C -1.988 -0.149 -0.973 0.017
O -3.007 -0.468 -1.424 0.050
C -0.918 2.212 0.245 0.114
O -1.316 3.264 0.540 0.150
C 0.452 0.880 -1.949 0.027
O 0.898 1.099 -2.998 0.138
C 1.439 0.485 0.685 -0.004
O 2.470 0.488 1.213 0.046
H 1.761 -1.839 -0.951 0.784
S -1.046 -0.756 1.744 0.023
C -0.835 -2.418 1.354 -0.064
N -0.783 -2.994 0.141 0.418
C -0.459 -4.408 0.227 0.028
C -0.420 -4.673 1.727 0.021
N -0.717 -3.367 2.294 0.512
H -0.678 -2.469 -0.723 -0.030
H 0.498 -4.613 -0.268 0.040
H -1.236 -5.002 -0.262 0.055
H 0.562 -5.027 2.062 0.065
H -1.178 -5.403 2.025 0.062
H -0.696 -3.138 3.280 -0.024
```

Total charge: +3
Multiplicity: 5
Relative energy (zero: lowest compared OMol25 entry of this formula, charge and spin) in kcal/mol: 12.48
E_LUMO (spin up / spin down) in hartree: -0.4410 / -0.5985
Kohn-Sham gap (spin up / spin down) in eV: 6.3901 / 5.2791


# 3
This record from the Open Molecules 2025 dataset describes C8H7N3 in the gas phase at a distorted geometry. The level of theory is ωB97M-V with the def2-TZVPD basis set.

```
18
Properties=species:S:1:pos:R:3:mulliken_charge:R:1
C 1.791 0.101 2.363 -0.315
C 1.341 0.741 1.215 -0.631
C 1.179 -1.078 2.789 -0.246
C 0.294 0.133 0.553 0.671
C -0.515 0.323 -0.618 -0.107
C -0.241 -1.084 1.065 0.497
C -0.550 0.771 -1.859 0.064
C -1.575 0.537 -2.902 -1.133
N 0.185 -1.679 2.161 -0.548
N -1.251 -1.538 0.216 -0.736
N -1.409 -0.695 -0.709 -0.026
H 2.616 0.508 2.929 0.375
H 1.784 1.662 0.870 0.433
H 1.519 -1.566 3.692 0.372
H 0.258 1.424 -2.210 0.342
H -2.454 0.039 -2.514 0.330
H -1.132 -0.086 -3.679 0.285
H -1.841 1.488 -3.363 0.373
```

Relative energy (zero: lowest compared OMol25 entry of this formula, charge and spin) in kcal/mol: 59.83
E_LUMO in hartree: -0.0176
SMILES: C/C=C1\N=Nc2ncccc21
Kohn-Sham gap in eV: 8.8815


# 4
This record from the Open Molecules 2025 dataset describes C8H7NO2 in the gas phase at a distorted geometry. The level of theory is ωB97M-V with the def2-TZVPD basis set.

```
18
Properties=species:S:1:pos:R:3:mulliken_charge:R:1
C -0.493 1.533 0.126 0.936
C 2.577 0.308 -0.648 -0.705
C 1.109 0.304 -1.066 0.395
C 2.641 -0.632 0.312 -0.187
C 0.565 -0.923 -0.317 0.219
C -2.527 1.106 1.598 -1.012
C -1.506 1.213 0.797 0.107
C -0.728 -1.282 -0.263 -0.614
N 0.480 1.574 -0.635 -0.641
O 1.512 -1.355 0.533 -0.413
O -1.666 -0.742 -1.115 -0.416
H 3.387 1.061 -0.961 0.291
H 0.972 0.143 -2.096 0.357
H 3.383 -0.768 1.053 0.450
H -2.926 0.013 1.626 0.225
H -3.290 1.870 1.647 0.284
H -1.024 -2.216 0.214 0.375
H -2.466 -1.208 -0.806 0.351
```

Relative energy (zero: lowest compared OMol25 entry of this formula, charge and spin) in kcal/mol: 137.90
E_LUMO in hartree: -0.0024
SMILES: C=C=C=N[C@H]1C=CO/C1=C/O
Kohn-Sham gap in eV: 8.0444


# 5
This record from the Open Molecules 2025 dataset describes 2 unconnected molecules or ions with the total composition C8H7NO3 at a distorted geometry. The level of theory is ωB97M-V with the def2-TZVPD basis set.

```
19
Properties=species:S:1:pos:R:3:mulliken_charge:R:1
C -1.331 -0.943 0.928 -0.489
C -0.215 -0.344 1.433 -0.593
C -1.712 -0.107 -0.253 0.180
C 1.252 1.760 0.468 0.617
C 0.718 -2.318 -0.296 -0.620
C 1.534 -1.320 -0.270 -0.155
C -0.420 2.000 -1.159 -0.314
C 0.355 0.532 0.435 0.318
N -0.679 0.768 -0.448 0.261
O -2.753 -0.115 -0.877 -0.653
O 2.342 1.974 0.930 -0.547
O 0.633 2.598 -0.433 -0.353
H -1.788 -1.810 1.352 0.574
H 0.407 -0.828 2.309 0.217
H 1.048 -3.334 -0.385 0.302
H -0.232 -2.254 0.048 0.262
H 2.450 -0.855 -0.519 0.443
H -0.181 1.921 -2.222 0.271
H -1.427 2.675 -1.041 0.277
```

Relative energy (zero: lowest compared OMol25 entry of this formula, charge and spin) in kcal/mol: 100.07
E_LUMO (spin up / spin down) in hartree: -0.0198 / -0.0199
Kohn-Sham gap (spin up / spin down) in eV: 8.1013 / 8.0997


# 6
This record from the Open Molecules 2025 dataset describes C8H8 in the gas phase at a distorted geometry. The level of theory is ωB97M-V with the def2-TZVPD basis set.

```
16
Properties=species:S:1:pos:R:3:mulliken_charge:R:1
C 2.767 0.443 0.051 -0.185
C 2.462 1.103 1.088 -0.323
C 1.885 -0.486 -0.346 0.029
C 0.478 -0.670 -0.211 -0.058
C 1.368 -1.845 0.102 -0.572
C -0.568 0.180 -0.158 1.105
C -0.665 1.436 -0.848 -1.394
C -1.829 -0.045 0.626 -1.366
H 1.190 -2.647 -0.569 0.242
H 1.539 -2.196 1.055 0.313
H 0.107 1.588 -1.572 0.378
H -0.763 2.385 -0.287 0.334
H -1.658 1.240 -1.337 0.387
H -1.499 -0.650 1.448 0.408
H -2.537 -0.735 0.076 0.308
H -2.276 0.898 0.885 0.393
```

Relative energy (zero: lowest compared OMol25 entry of this formula, charge and spin) in kcal/mol: 172.54
E_LUMO in hartree: -0.0303
Kohn-Sham gap in eV: 8.2009


# 7
This record from the Open Molecules 2025 dataset describes a molecular structure, C8H8 at a distorted geometry. The level of theory is ωB97M-V with the def2-TZVPD basis set.

```
16
Properties=species:S:1:pos:R:3:mulliken_charge:R:1
C -0.289 -1.443 0.652 -0.419
C -1.724 -1.254 0.265 -0.723
C 1.515 1.355 -1.087 -0.429
C 2.615 1.703 -1.428 0.422
H -0.183 -2.034 1.557 0.316
H 0.271 -1.918 -0.159 0.253
H -2.108 -1.998 -0.427 0.320
H -2.383 -1.069 1.110 0.304
H -1.732 -0.234 -0.400 0.104
H 3.613 1.968 -1.663 0.429
C 0.398 -0.089 0.921 -0.130
C 0.251 0.930 -0.680 -0.530
C 0.944 0.522 1.845 -0.307
C -0.942 0.958 -1.093 -0.461
H 1.410 1.301 2.394 0.406
H -1.656 1.303 -1.808 0.446
```

Relative energy (zero: lowest compared OMol25 entry of this formula, charge and spin) in kcal/mol: 182.77
E_LUMO (spin up / spin down) in hartree: -0.0072 / -0.0032
Kohn-Sham gap (spin up / spin down) in eV: 7.4625 / 7.6036


# 8
This record from the Open Molecules 2025 dataset describes a molecular structure, C8H8 at a distorted geometry. The level of theory is ωB97M-V with the def2-TZVPD basis set.

```
16
Properties=species:S:1:pos:R:3:mulliken_charge:R:1
C -0.400 -0.127 -1.491 -0.395
C -1.575 0.569 -1.104 -0.246
C -1.863 0.864 0.240 -0.183
C -0.992 0.594 1.236 -0.687
C 0.388 0.195 0.790 -0.118
C 0.591 -0.356 -0.532 0.274
C 2.438 -0.600 0.251 -0.847
C 1.467 -1.218 0.708 -0.211
H -0.216 -0.550 -2.536 0.283
H -2.310 0.897 -1.931 0.243
H -2.798 1.510 0.207 0.243
H -1.392 0.973 2.269 0.240
H 1.073 0.010 1.564 0.319
H 1.630 -0.727 -1.033 0.174
H 3.304 -0.137 -0.032 0.497
H 0.391 -1.497 0.910 0.415
```

Relative energy (zero: lowest compared OMol25 entry of this formula, charge and spin) in kcal/mol: 317.99
E_LUMO in hartree: -0.0050
Kohn-Sham gap in eV: 6.4870


# 9
This record from the Open Molecules 2025 dataset describes a molecular structure, C8H8AsCsF6N6O6 at a distorted geometry. The level of theory is ωB97M-V with the def2-TZVPD basis set.

```
36
Properties=species:S:1:pos:R:3:mulliken_spin:R:1
Cs 0.212 0.681 1.012 0.001
N -3.832 0.680 1.178 0.000
N -4.121 0.869 2.511 0.000
C -3.214 1.418 3.344 0.000
N -3.606 1.580 4.618 0.000
N -2.051 1.750 2.790 0.000
N -1.066 2.278 3.563 0.000
O -1.152 2.415 4.786 0.000
O -0.064 2.581 2.949 0.000
H -4.419 1.218 0.560 0.000
H -3.770 -0.294 0.908 0.000
H -5.017 0.598 2.894 0.000
H -4.467 1.169 4.932 0.000
H -2.893 1.877 5.273 0.000
O 6.924 -1.013 -2.784 0.235
C 6.054 -1.237 -3.574 0.049
O 5.781 -1.567 -4.697 0.268
C 4.462 -1.051 -2.719 0.336
C 3.323 -1.443 -3.375 0.003
C 2.144 -1.269 -2.655 0.029
N 2.110 -0.786 -1.419 -0.005
C 3.244 -0.422 -0.834 0.034
C 4.494 -0.519 -1.464 0.002
C 3.116 0.180 0.574 0.009
O 3.516 1.348 0.689 0.010
O 2.512 -0.538 1.397 0.013
H 3.329 -1.844 -4.376 0.006
H 1.189 -1.531 -3.097 0.007
H 5.392 -0.184 -0.970 0.006
F -1.679 -0.074 -0.556 0.000
As -2.587 -1.006 -1.742 0.000
F -3.862 0.182 -1.639 0.000
F -1.821 -0.103 -2.999 0.000
F -3.506 -1.902 -2.895 0.000
F -1.322 -2.181 -1.771 0.000
F -3.350 -1.860 -0.413 0.000
```

Total charge: -1
Multiplicity: 2
Relative energy (zero: lowest compared OMol25 entry of this formula, charge and spin) in kcal/mol: 40.37
E_LUMO (spin up / spin down) in hartree: 0.0607 / -0.0206
Kohn-Sham gap (spin up / spin down) in eV: 7.6902 / 5.4692


# 10
This record from the Open Molecules 2025 dataset describes a molecular structure, C8H8BrCl2NO10S2Sn at a distorted geometry. The level of theory is ωB97M-V with the def2-TZVPD basis set.

```
33
Properties=species:S:1:pos:R:3:mulliken_charge:R:1
Sn -0.406 0.561 -2.256 1.399
O 1.845 -0.564 4.077 -0.605
C 1.429 -0.327 2.805 0.981
C 0.084 -0.141 2.490 -0.411
C -0.251 0.152 1.183 -0.876
N 0.654 0.283 0.231 0.133
C 1.902 0.031 0.524 -0.482
Br 3.113 0.185 -0.881 -0.101
C 2.374 -0.251 1.791 -0.409
H 1.080 -0.532 4.664 0.289
H -0.676 -0.220 3.255 0.267
H -1.275 0.319 0.864 0.537
H 3.420 -0.422 1.976 0.470
O -3.366 -1.073 -4.006 -0.710
S -2.868 0.219 -3.593 1.309
O -3.791 1.297 -3.862 -0.698
O -1.523 0.503 -4.245 -0.711
O -2.549 0.195 -2.070 -0.589
Cl -1.215 5.213 1.717 -0.233
C -0.575 3.664 1.186 0.179
Cl 0.417 2.996 2.487 -0.186
C 0.311 3.799 -0.156 0.343
O 1.093 4.728 -0.198 -0.678
O 0.052 2.900 -0.971 -0.585
H -1.411 2.979 1.021 0.169
C 0.014 -4.136 -1.355 -1.218
S 0.503 -2.529 -0.657 1.456
O 1.850 -2.692 -0.135 -0.662
O -0.473 -2.255 0.377 -0.672
O 0.478 -1.632 -1.833 -0.688
H -0.033 -4.837 -0.533 0.339
H 0.743 -4.441 -2.091 0.315
H -0.953 -3.972 -1.808 0.327
```

Total charge: -2
E_LUMO in hartree: 0.1548
Kohn-Sham gap in eV: 7.2875